[1]
Molecular formula: C52H139N9O17
Method: DFT, wB97M-V/def2-TZVPD

The geometry in ORCA input format:
```
! RIJCOSX wB97M-V def2-TZVPD def2/J DEFGRID3
* xyz 0 1
C 6.232 -4.661 4.056
C 6.197 -5.979 3.275
C 5.475 -5.940 1.919
O 5.739 -4.768 1.200
C 5.180 -4.737 -0.091
N 7.583 -6.443 3.059
H 5.279 -4.640 4.605
H 6.347 -3.717 3.526
H 6.979 -4.609 4.852
H 5.740 -6.803 3.830
H 4.400 -5.965 2.139
H 5.781 -6.870 1.428
H 5.530 -3.849 -0.609
H 4.092 -4.836 -0.058
H 5.544 -5.579 -0.693
H 8.191 -6.179 3.820
H 7.953 -5.969 2.238
C -1.243 0.359 -0.327
C 0.027 -0.208 0.341
C 0.014 -1.734 0.352
O 1.261 -2.158 0.858
C 1.545 -3.516 0.644
N 1.196 0.295 -0.423
H -2.192 0.353 0.202
H -1.316 -0.223 -1.249
H -1.013 1.397 -0.580
H 0.155 0.189 1.354
H -0.257 -2.173 -0.618
H -0.765 -2.171 0.995
H 2.316 -3.834 1.347
H 1.662 -3.733 -0.421
H 0.737 -4.178 0.997
H 2.076 -0.122 -0.159
H 1.130 1.279 -0.184
C -3.778 -4.587 -4.426
C -3.638 -4.925 -2.927
C -2.604 -3.961 -2.314
O -2.351 -4.261 -0.960
C -1.525 -5.422 -0.793
N -4.919 -4.840 -2.221
H -3.112 -5.178 -5.056
H -3.534 -3.529 -4.536
H -4.763 -4.830 -4.824
H -3.176 -5.911 -2.850
H -2.862 -2.901 -2.388
H -1.736 -4.098 -2.980
H -2.230 -6.257 -0.724
H -1.078 -5.444 0.202
H -0.784 -5.524 -1.579
H -4.649 -4.796 -1.238
H -5.293 -3.907 -2.387
C -2.753 4.149 -6.434
C -2.411 4.495 -4.980
C -1.094 3.866 -4.535
O -0.640 4.309 -3.246
C 0.040 3.314 -2.521
N -2.485 5.937 -4.775
H -1.972 4.554 -7.086
H -3.688 4.615 -6.733
H -2.767 3.067 -6.577
H -3.188 3.956 -4.428
H -0.285 3.783 -5.267
H -1.356 2.810 -4.362
H 1.076 3.061 -2.779
H -0.540 2.386 -2.544
H 0.132 3.647 -1.484
H -2.398 6.114 -3.776
H -1.626 6.357 -5.127
C -5.994 2.465 1.337
C -5.298 3.011 2.579
C -3.771 2.828 2.553
O -3.426 1.464 2.365
C -2.422 1.096 3.307
N -5.680 4.448 2.727
H -7.071 2.628 1.431
H -5.832 1.391 1.230
H -5.723 3.037 0.450
H -5.689 2.605 3.514
H -3.468 3.211 3.530
H -3.347 3.421 1.737
H -2.166 0.048 3.199
H -2.747 1.278 4.335
H -1.544 1.741 3.194
H -5.544 4.928 1.843
H -6.676 4.447 2.908
C -3.592 0.841 8.863
O -3.485 -0.110 7.834
C -4.718 -0.586 7.347
C -4.519 -1.819 6.530
N -3.696 -1.575 5.302
C -3.042 -2.802 4.890
C -1.795 -2.504 4.025
O -0.911 -1.753 4.830
C 0.308 -1.510 4.166
H -4.140 0.501 9.745
H -4.098 1.739 8.486
H -2.592 1.173 9.134
H -5.224 0.185 6.759
H -5.379 -0.930 8.153
H -5.457 -2.224 6.142
H -4.063 -2.618 7.126
H -2.928 -1.018 5.681
H -3.656 -3.452 4.258
H -2.641 -3.469 5.665
H -2.046 -2.049 3.059
H -1.374 -3.476 3.734
H 0.803 -2.396 3.762
H 1.006 -1.075 4.883
H 0.264 -0.760 3.369
C 1.606 9.241 0.136
O 1.581 7.851 -0.149
C 0.306 7.244 -0.091
C -0.478 7.420 -1.386
N -1.568 6.534 -1.742
C -2.505 6.250 -0.681
C -3.512 5.182 -1.009
O -2.867 3.923 -0.837
C -3.554 2.806 -1.358
H 2.681 9.430 0.169
H 1.204 9.438 1.135
H 1.153 9.881 -0.623
H -0.193 7.460 0.856
H 0.533 6.168 -0.130
H 0.267 7.511 -2.177
H -0.944 8.416 -1.331
H -1.223 5.622 -2.071
H -3.078 7.138 -0.371
H -2.000 6.069 0.282
H -3.879 5.266 -2.038
H -4.349 5.177 -0.302
H -3.372 1.895 -0.799
H -3.300 2.744 -2.423
H -4.626 3.035 -1.319
C 4.792 -0.305 -0.102
O 5.495 0.186 -1.208
C 4.844 0.005 -2.452
C 5.169 -1.395 -2.991
N 4.326 -1.833 -4.110
C 4.377 -0.944 -5.267
C 3.844 -1.587 -6.523
O 2.407 -1.574 -6.559
C 1.869 -1.880 -7.806
H 3.855 0.243 0.071
H 5.333 -0.143 0.830
H 4.537 -1.364 -0.205
H 5.244 0.745 -3.150
H 3.782 0.282 -2.424
H 5.319 -2.096 -2.173
H 6.172 -1.282 -3.415
H 3.398 -2.019 -3.752
H 5.381 -0.529 -5.324
H 3.690 -0.124 -5.010
H 4.037 -2.658 -6.648
H 4.232 -1.134 -7.443
H 2.001 -1.042 -8.495
H 0.838 -2.213 -7.662
H 2.255 -2.808 -8.261
C 2.573 5.522 4.076
O 3.228 6.554 3.332
C 4.373 6.023 2.679
C 4.093 5.662 1.200
N 3.022 4.711 1.007
C 2.799 4.268 -0.384
C 2.568 2.743 -0.363
O 1.272 2.295 -0.092
C 0.937 2.270 1.297
H 1.982 6.005 4.857
H 3.265 4.880 4.621
H 1.893 4.929 3.465
H 4.890 5.261 3.268
H 5.140 6.800 2.583
H 5.008 5.208 0.806
H 3.945 6.676 0.803
H 2.200 5.185 1.371
H 3.686 4.557 -0.947
H 1.908 4.795 -0.732
H 3.277 2.214 0.290
H 2.914 2.269 -1.296
H 0.647 3.297 1.546
H 1.775 1.964 1.922
H 0.035 1.683 1.462
C -1.149 -0.469 -4.437
C 0.292 -0.122 -4.147
O 0.814 -0.984 -3.107
H -1.508 -0.042 -5.379
H -1.900 -0.234 -3.680
H -1.292 -1.541 -4.611
H 0.381 0.904 -3.776
H 0.980 -0.225 -4.983
H 0.707 -0.477 -2.285
C -3.979 -1.990 0.409
C -4.689 -1.796 1.730
O -6.082 -1.722 1.448
H -4.474 -2.810 -0.107
H -2.928 -2.157 0.650
H -4.003 -1.118 -0.247
H -4.381 -0.855 2.209
H -4.363 -2.525 2.482
H -6.573 -1.773 2.275
C 2.334 -5.073 -4.600
C 1.638 -5.612 -3.344
O 1.350 -7.011 -3.531
H 1.775 -5.308 -5.509
H 3.385 -5.295 -4.778
H 2.290 -3.984 -4.496
H 0.704 -5.119 -3.076
H 2.301 -5.523 -2.476
H 1.792 -7.253 -4.346
C 1.005 -5.302 4.597
C 0.425 -5.997 3.346
O 1.430 -6.503 2.488
H 0.171 -5.096 5.265
H 1.626 -4.443 4.356
H 1.715 -6.037 4.989
H -0.129 -5.178 2.876
H -0.297 -6.803 3.496
H 1.913 -7.217 2.912
*
```

The calculation puts the lowest unoccupied orbital energy at 0.0171 Ha. As for the HOMO energy: -8.11 eV. The calculation puts the strongest force on any atom at 12.02 eV/Å.

Mulliken atomic charge list, values in e, 99 entries:
1. C -1.28
2. C 0.56
3. C -0.44
4. O -0.37
5. C -0.48
6. N -0.77
7. H 0.24
8. H 0.27
9. H 0.43
10. H 0.25
11. H 0.03
12. H 0.42
13. H 0.07
14. H 0.15
15. H 0.44
16. H 0.25
17. H 0.27
18. C 1.14
19. C 0.76
20. C -0.17
21. O -0.61
22. C 0.21
23. N -0.22
24. H -0.24
25. H 0.20
26. H -0.75
27. H 0.13
28. H 0.31
29. H -0.13
30. H 0.23
31. H 0.29
32. H -0.83
33. H -0.76
34. H 0.43
35. C -1.42
36. C 0.42
37. C -0.65
38. O -0.14
39. C -0.67
40. N -0.80
41. H 0.35
42. H 0.28
43. H 0.42
44. H 0.35
45. H 0.42
46. H 0.17
47. H 0.38
48. H -0.13
49. H 0.34
50. H 0.31
51. H 0.34
52. C -1.65
53. C 0.92
54. C -0.52
55. O -0.37
56. C 0.28
57. N -0.73
58. H 0.38
59. H 0.40
60. H 0.33
61. H 0.01
62. H 0.45
63. H -0.01
64. H 0.45
65. H -0.31
66. H -0.57
67. H 0.30
68. H 0.35
69. C -0.71
70. C 0.61
71. C -0.64
72. O 0.16
73. C -0.80
74. N -0.83
75. H 0.47
76. H 0.07
77. H -0.08
78. H 0.37
79. H 0.35
80. H -0.29
81. H -0.36
82. H 0.68
83. H 0.56
84. H 0.29
85. H 0.28
86. C -0.80
87. O -0.26
88. C -0.61
89. C -0.78
90. N 0.15
91. C -1.85
92. C 1.74
93. O -0.45
94. C 0.24
95. H 0.30
96. H 0.32
97. H 0.25
98. H 0.30
99. H 0.47

---

[2]
Molecular formula: C52H146N10O16
Method: DFT, wB97M-V/def2-TZVPD

The geometry in ORCA input format:
```
! RIJCOSX wB97M-V def2-TZVPD def2/J DEFGRID3
* xyz 0 1
C 14.167 13.956 20.103
C 15.397 14.743 20.658
C 14.998 15.709 21.761
O 14.055 16.603 21.295
C 13.806 17.651 22.183
N 16.553 14.004 21.127
H 14.029 12.994 20.583
H 14.289 13.772 19.031
H 13.256 14.561 20.173
H 15.772 15.379 19.839
H 15.909 16.225 22.112
H 14.604 15.144 22.627
H 13.017 18.247 21.723
H 14.719 18.238 22.283
H 13.419 17.316 23.154
H 16.968 13.471 20.377
H 16.290 13.359 21.874
C 11.377 12.272 19.249
C 11.162 12.739 17.836
C 11.866 11.825 16.837
O 13.244 11.862 17.179
C 14.007 11.003 16.425
N 9.697 12.819 17.512
H 10.986 12.954 20.017
H 12.455 12.089 19.313
H 10.896 11.301 19.437
H 11.591 13.742 17.743
H 11.783 12.171 15.814
H 11.456 10.806 16.946
H 14.981 10.953 16.920
H 14.206 11.312 15.393
H 13.593 9.995 16.397
H 9.599 12.994 16.513
H 9.285 11.886 17.577
C 13.612 21.655 25.915
C 14.611 20.672 25.326
C 14.868 20.996 23.803
O 13.632 20.968 23.047
C 13.735 21.250 21.657
N 15.860 20.752 26.087
H 13.914 22.709 25.825
H 13.400 21.477 26.973
H 12.705 21.589 25.300
H 14.208 19.662 25.423
H 15.512 20.213 23.387
H 15.322 22.001 23.732
H 14.624 20.769 21.232
H 13.892 22.343 21.526
H 12.751 21.048 21.210
H 16.548 20.089 25.751
H 16.140 21.735 26.053
C 11.694 15.534 10.338
C 12.426 14.231 10.709
C 11.620 13.492 11.822
O 11.379 14.180 13.043
C 12.598 14.462 13.814
N 12.662 13.159 9.735
H 11.656 16.049 11.307
H 10.684 15.418 9.946
H 12.241 16.147 9.620
H 13.422 14.543 11.101
H 12.193 12.605 12.086
H 10.676 13.147 11.404
H 13.185 13.557 14.034
H 12.193 14.904 14.730
H 13.148 15.251 13.292
H 13.250 13.531 8.996
H 11.788 12.860 9.297
C 16.635 18.794 14.124
C 16.503 19.732 15.276
C 16.550 18.882 16.583
O 16.237 19.777 17.610
C 16.282 19.200 18.892
N 17.638 20.639 15.276
H 16.675 19.298 13.162
H 15.734 18.166 14.142
H 17.521 18.165 14.259
H 15.522 20.235 15.206
H 17.583 18.524 16.727
H 15.814 18.081 16.530
H 15.668 18.296 18.902
H 15.967 19.937 19.640
H 17.322 18.898 19.073
H 17.631 21.241 14.456
H 17.519 21.208 16.111
C 11.482 14.641 22.978
C 11.319 13.111 23.176
C 12.739 12.489 23.307
O 12.715 11.094 23.405
C 12.394 10.399 22.169
N 10.633 12.762 24.374
H 11.988 15.103 23.835
H 10.507 15.140 22.837
H 12.068 14.843 22.094
H 10.828 12.669 22.273
H 13.201 12.870 24.216
H 13.322 12.791 22.441
H 11.444 10.739 21.763
H 12.448 9.333 22.413
H 13.145 10.660 21.398
H 10.576 11.739 24.361
H 9.700 13.142 24.412
C 9.243 18.864 14.586
C 9.443 17.339 14.658
C 8.231 16.739 15.350
O 7.942 17.151 16.644
C 8.865 16.655 17.598
N 9.465 16.742 13.329
H 8.422 19.116 13.924
H 10.112 19.430 14.227
H 9.026 19.214 15.616
H 10.359 17.138 15.254
H 8.327 15.640 15.314
H 7.339 16.966 14.732
H 9.851 17.160 17.583
H 8.910 15.584 17.427
H 8.475 16.798 18.613
H 10.080 17.300 12.744
H 9.865 15.813 13.388
C 13.522 26.991 18.792
C 14.914 26.433 18.556
C 14.901 24.895 18.678
O 16.191 24.324 18.488
C 16.165 23.002 18.070
N 15.389 26.793 17.210
H 12.762 26.571 18.115
H 13.502 28.071 18.700
H 13.215 26.659 19.793
H 15.643 26.874 19.256
H 14.133 24.502 17.992
H 14.617 24.572 19.699
H 17.207 22.659 18.015
H 15.646 22.826 17.127
H 15.619 22.431 18.829
H 14.750 26.469 16.475
H 16.234 26.255 17.019
C 9.756 20.601 18.708
C 11.078 21.411 18.855
C 11.821 21.546 17.530
O 10.967 22.216 16.613
C 11.556 22.281 15.324
N 11.033 22.691 19.528
H 9.025 21.056 18.024
H 9.303 20.374 19.671
H 10.072 19.643 18.292
H 11.713 20.755 19.460
H 12.054 20.556 17.126
H 12.726 22.145 17.694
H 10.826 22.783 14.686
H 11.730 21.275 14.926
H 12.489 22.850 15.355
H 10.558 22.584 20.414
H 10.530 23.381 18.984
C 9.023 19.528 23.078
C 10.348 20.284 23.022
C 10.179 21.772 23.300
O 9.407 22.281 22.218
C 9.185 23.717 22.397
N 11.178 19.668 24.023
H 8.261 19.907 22.373
H 8.590 19.689 24.077
H 9.205 18.461 22.903
H 10.852 20.197 22.061
H 11.161 22.248 23.385
H 9.665 21.925 24.265
H 10.166 24.196 22.469
H 8.641 23.915 23.322
H 8.633 24.129 21.561
H 10.721 19.750 24.929
H 12.117 20.039 24.023
C 16.717 14.885 16.865
C 15.463 14.872 16.020
O 15.354 15.830 14.999
H 16.631 14.137 17.674
H 16.823 15.859 17.351
H 17.621 14.684 16.292
H 14.582 14.987 16.662
H 15.376 13.882 15.560
H 16.126 15.712 14.388
C 15.950 13.793 11.556
C 16.432 15.228 11.618
O 17.177 15.510 12.824
H 15.329 13.468 12.399
H 16.810 13.117 11.531
H 15.422 13.669 10.607
H 15.561 15.875 11.637
H 17.010 15.551 10.735
H 17.997 15.013 12.745
C 7.347 12.491 15.369
C 8.231 12.602 14.117
O 9.580 12.363 14.562
H 7.446 13.353 16.023
H 7.426 11.506 15.863
H 6.307 12.588 15.019
H 8.163 13.576 13.643
H 7.988 11.790 13.423
H 10.202 12.998 14.157
C 6.708 12.932 20.460
C 8.088 13.416 20.828
O 8.589 14.394 19.871
H 6.630 12.410 19.499
H 6.050 13.794 20.531
H 6.413 12.166 21.211
H 8.807 12.593 20.793
H 8.079 13.867 21.834
H 8.822 13.846 19.077
C 13.789 19.876 12.509
C 13.354 18.547 11.924
O 12.159 18.093 12.543
H 13.977 19.822 13.583
H 13.008 20.624 12.357
H 14.680 20.267 12.013
H 14.142 17.769 12.012
H 13.189 18.564 10.834
H 12.418 18.009 13.496
C 12.617 16.933 17.646
C 12.832 17.944 16.563
O 13.159 17.485 15.225
H 11.939 16.127 17.331
H 12.252 17.448 18.527
H 13.571 16.504 17.977
H 13.554 18.708 16.879
H 11.874 18.468 16.419
H 14.051 17.077 15.136
*
```

The calculation puts the lowest unoccupied orbital energy at 0.0070 Ha. As for the HOMO energy: -8.63 eV. The calculation puts the strongest force on any atom at 1.92 eV/Å.

Mulliken atomic charge list, values in e, 99 entries:
1. C -0.52
2. C 1.40
3. C -1.45
4. O 0.37
5. C -1.11
6. N -0.74
7. H 0.24
8. H -0.04
9. H -0.05
10. H -0.15
11. H 0.42
12. H 0.21
13. H 0.12
14. H 0.39
15. H 0.14
16. H 0.31
17. H 0.29
18. C -1.60
19. C 2.48
20. C -0.82
21. O 0.11
22. C -0.88
23. N 0.42
24. H -0.10
25. H 0.35
26. H 0.48
27. H -1.63
28. H 0.24
29. H 0.47
30. H 0.30
31. H 0.18
32. H 0.28
33. H -0.66
34. H 0.33
35. C -1.15
36. C 0.28
37. C -0.69
38. O 0.33
39. C 0.01
40. N -0.65
41. H 0.34
42. H 0.37
43. H 0.18
44. H 0.24
45. H 0.29
46. H 0.27
47. H -0.04
48. H 0.50
49. H -0.64
50. H 0.26
51. H 0.29
52. C -1.08
53. C 2.07
54. C -1.62
55. O 0.48
56. C -0.33
57. N -0.65
58. H -0.07
59. H 0.31
60. H 0.37
61. H -1.26
62. H 0.48
63. H 0.56
64. H 0.24
65. H -0.53
66. H 0.39
67. H 0.32
68. H 0.29
69. C -0.97
70. C 1.41
71. C -0.36
72. O 0.00
73. C -0.44
74. N -0.84
75. H 0.49
76. H -0.34
77. H 0.39
78. H -0.19
79. H 0.54
80. H -0.52
81. H 0.16
82. H -0.33
83. H 0.45
84. H 0.30
85. H 0.24
86. C -1.16
87. C 1.72
88. C -0.30
89. O -0.47
90. C -0.41
91. N -0.78
92. H 0.37
93. H 0.43
94. H -0.14
95. H -0.74
96. H 0.44
97. H -0.06
98. H 0.11
99. H 0.35